(1)
82
Properties=species:S:1:pos:R:3:forces:R:3 method="wB97M-V/def2-TZVPD" e_homo_ev=-6.13 multiplicity=1 gap_ev=3.0477
C 3.3116 -4.4819 1.2067 -0.4 0.2 0.2
H -1.1646 2.8974 -1.7374 0.1 -0.1 -0.1
H 3.7151 1.2105 -0.8884 0.0 0.1 0.1
C -3.9419 -0.1658 1.0226 -0.6 0.4 -0.4
H -0.5780 -0.6698 -1.6644 0.0 0.1 0.0
H 1.0036 0.9175 1.5219 -0.3 0.2 -0.3
C 3.4362 2.9002 1.9641 -0.2 0.2 0.1
H 4.4991 0.3947 0.4658 -0.2 0.3 0.1
H -0.9889 1.7155 0.6689 0.0 0.1 0.2
O 4.4637 5.4042 3.7770 0.1 -0.1 0.0
N 3.2789 -3.3516 0.7060 -0.8 -0.8 0.3
C -4.0528 -0.9876 -1.4420 -0.8 0.0 -0.5
H 3.4491 -2.1661 2.9489 -0.1 0.0 -0.1
P 0.7775 -3.3585 1.7894 -1.0 -0.6 1.9
H -5.1813 0.5911 -0.5233 -0.1 0.0 0.0
O 2.9256 6.5303 4.8109 0.1 0.0 -0.1
H -2.8769 -3.4738 -0.3739 0.1 -0.2 0.2
H -1.6560 -1.1736 0.2312 -0.1 0.2 0.1
H 0.5831 -4.6604 1.2879 0.2 0.4 -0.6
H 4.1767 -0.4689 -1.0243 -0.1 -0.1 0.1
C 0.6647 -3.2506 -1.4657 -0.9 0.4 0.7
C -0.0733 -0.1733 -0.8300 -0.8 -0.9 0.4
C -4.2506 -0.2050 -2.7547 0.4 0.5 0.2
O 2.4339 5.3593 3.0568 -0.2 0.1 0.0
H -2.3526 4.1944 -1.7316 0.0 0.0 -0.1
C -2.7050 1.2640 -4.2417 -0.3 1.2 0.7
C 1.7486 1.2176 0.7804 0.6 -0.1 1.1
H -0.0817 0.8809 -1.0915 0.2 0.0 0.0
C -1.5180 2.2308 -4.1188 0.0 -0.4 -0.6
O 1.1942 -3.3548 3.1950 0.5 0.0 -0.3
H -3.4409 1.8023 -4.8463 0.0 -0.4 -0.3
S 3.3609 -5.8693 1.8771 0.3 0.1 -0.2
H -4.4438 -1.9923 -1.6351 0.2 -0.1 0.2
H 0.6923 -3.0009 -2.5287 0.1 0.2 0.0
C -3.0188 1.0654 0.8401 0.1 -0.2 0.6
C 3.1835 -0.2396 4.3453 0.4 1.0 0.2
H -3.3470 1.8107 1.5679 0.0 0.1 -0.2
H -0.4112 -2.6424 1.5885 0.5 -0.1 -0.5
F 1.9320 -0.7128 4.4220 -0.1 -0.2 0.0
H -3.8087 1.9487 -2.5153 -0.1 0.0 -0.1
H 3.9947 3.6781 2.4605 0.1 0.0 0.0
H -4.0114 -0.8645 -3.5914 -0.2 0.0 0.0
C -4.8095 -0.3971 -0.2344 0.6 0.4 0.1
Br 1.8646 -0.1923 -2.7369 -0.1 0.1 0.4
H -2.4020 0.3360 -4.7259 0.0 0.0 0.0
C 3.5665 -1.3011 2.2950 0.5 -0.2 -0.2
H -2.4957 0.8710 -2.1574 0.0 0.0 0.0
C 2.4025 -1.2092 1.2960 -0.8 1.0 1.5
H -0.7236 1.7747 -3.5148 0.0 0.1 0.1
H 2.7710 -3.1775 -2.0757 0.1 -0.1 0.0
H -1.0944 2.4038 -5.1136 0.0 0.0 0.0
C 1.6110 -2.2592 -0.7729 1.8 0.1 -2.2
C -0.7376 -3.2678 -1.0313 0.2 -0.8 0.4
H -0.2526 -0.8650 1.2042 -0.2 0.2 -0.1
H 1.0992 -4.2516 -1.3717 -0.1 0.0 0.1
C 2.3916 -0.0807 0.2058 -0.4 -0.5 -0.4
C 1.3714 -0.6960 -0.8483 0.4 0.2 -0.4
C -3.3288 1.0315 -2.8576 0.5 -0.6 0.1
C 3.7747 0.2757 -0.3357 0.3 -0.6 -0.5
H 1.2882 1.7922 -0.0205 -0.1 -0.1 -0.1
H -3.4053 -1.0703 1.3175 0.1 0.0 -0.1
F 3.2237 0.9534 4.9212 0.0 -0.5 -0.3
N 3.2691 5.7802 3.8871 0.0 -0.2 0.1
H 4.5287 -1.3887 1.7948 0.0 0.1 -0.1
H 1.5668 -0.9705 1.9703 0.0 -0.1 -0.2
C -1.5145 0.8575 1.0906 -0.2 -0.3 -0.5
O -1.9334 3.4781 -3.6033 0.1 -0.2 0.3
H -4.6366 0.0541 1.8360 0.1 -0.1 0.1
H -0.7299 4.5456 -2.3001 0.2 -0.2 0.0
C 2.6688 2.1219 1.4723 0.3 -0.2 -0.4
N 2.0219 -2.5981 0.7288 0.9 0.8 -0.9
O 2.8327 -2.4469 -1.4546 -0.3 0.1 0.6
F 3.9845 -1.0730 5.0303 -0.2 -0.1 0.0
C -1.5067 3.7775 -2.2863 -0.3 0.4 0.1
H -5.2873 0.1276 -2.8376 -0.1 -0.3 -0.2
H -5.6964 -0.9804 0.0170 0.1 -0.2 -0.1
H -3.1756 1.5183 -0.1374 0.0 -0.1 -0.1
C -0.9123 -0.4173 0.4562 0.8 0.5 0.1
H -1.3072 0.8515 2.1611 -0.1 0.0 0.0
O 3.5971 -0.1069 3.0599 -0.2 -0.2 0.0
H -2.9765 -1.0611 -1.2779 0.0 -0.1 0.2
C -1.8299 -3.4902 -0.5805 0.0 0.5 -0.7


(2)
75
Properties=species:S:1:pos:R:3:forces:R:3 method="wB97M-V/def2-TZVPD" total_charge=+2 e_homo_ev="-13.47 / -13.13" multiplicity=1 gap_ev="5.8166 / 6.6881"
C 2.3789 -1.4698 2.8088 0.1 0.0 0.0
C -5.1228 -2.0300 -0.3005 -0.1 0.0 0.0
H 7.2974 -0.7988 -1.5536 0.0 0.0 0.0
H -2.6440 0.6050 -2.8173 0.0 0.0 0.0
C 3.0256 2.0962 3.4270 0.1 0.0 0.0
C -2.2133 -0.3451 2.6249 0.0 0.0 0.0
H -3.2127 2.9032 1.8590 0.0 0.0 0.0
C -2.3996 1.9821 -1.1438 0.4 -0.2 0.2
C -2.4868 -1.8151 -1.1213 0.0 0.1 0.0
C -3.2304 -2.9292 -1.4744 -0.1 0.0 -0.1
C 2.9539 0.8266 3.9057 -0.1 0.0 0.0
C 6.2257 -0.7246 -1.4283 -0.1 0.0 0.0
H 3.2665 3.0007 3.9626 0.0 0.0 0.0
N 0.9793 -1.3980 -3.1077 0.0 0.2 0.0
C 4.1696 0.3608 -1.8109 -0.2 0.2 -0.1
S 1.0029 -2.8787 -0.3884 -0.1 0.2 0.2
H 3.3459 -1.9722 2.6959 0.0 0.0 0.0
H -0.9626 1.1246 -2.5434 0.0 0.0 0.0
C -4.5513 -3.0387 -1.0647 0.1 0.0 0.0
C 2.7309 3.1272 1.0483 0.0 0.0 -0.1
H 1.7347 -1.7969 1.9938 0.0 0.0 0.0
H -5.1352 -3.9078 -1.3351 0.0 0.0 0.0
H -4.0955 3.0333 -1.9124 0.0 0.0 0.0
H 1.8665 -1.1794 -3.5500 0.0 0.0 0.0
N 0.7083 -4.8230 -2.0995 0.0 -0.1 -0.1
C -3.0574 -0.7969 -0.3548 0.4 -0.1 0.0
H 6.0377 -2.5124 -0.2430 0.0 0.0 0.0
N 3.4830 -0.5242 -1.1128 0.3 -0.1 0.0
Tl 1.1232 0.0641 -0.5258 -0.5 -0.1 0.3
H -0.8420 1.8834 3.3888 0.0 0.0 0.0
C 5.5345 0.3292 -2.0104 0.0 0.0 0.0
H -1.3741 -0.9921 2.3553 0.0 0.0 0.0
H 3.5607 -2.2459 0.0009 0.1 0.0 0.0
H -2.7818 -3.7153 -2.0677 0.0 0.0 0.0
H 0.7330 -5.4121 -1.2845 0.0 0.0 0.0
H 1.9680 2.9855 0.2801 0.0 0.0 0.0
H 2.5851 4.0841 1.5455 0.0 0.0 0.0
H -4.8549 -0.1390 0.6481 0.0 0.0 0.0
H -1.6127 3.9375 -1.6009 0.0 0.0 0.0
N 2.4466 0.7385 1.6698 0.0 -0.3 -0.3
C 4.1566 -1.5334 -0.5574 0.2 -0.2 0.1
H -0.4946 2.9374 -0.6742 0.0 0.0 0.0
H -0.7276 2.6831 1.8226 0.0 0.0 0.0
H 0.7224 -3.2697 -3.9544 0.0 0.0 -0.1
C 0.8292 -3.5034 -1.9432 0.0 0.1 0.0
H -3.4068 1.9532 3.3274 0.0 0.0 0.0
C -0.8328 1.7129 2.3104 0.0 0.0 0.0
C 5.5269 -1.6749 -0.6960 0.0 0.0 0.0
H 3.1056 0.4852 4.9175 0.0 0.0 0.0
H -4.5074 1.4353 -1.2995 0.0 0.0 0.0
H 3.6974 3.1644 0.5350 0.0 0.0 0.0
H -1.4476 -1.7352 -1.4204 0.0 0.0 0.0
H 0.2363 -0.9704 -3.6488 0.0 0.0 0.0
C -2.0094 1.4428 -2.5250 0.0 0.0 0.0
H -6.1530 -2.1110 0.0197 0.0 0.0 0.0
C -1.5486 3.2042 -0.7952 0.0 0.0 0.0
C 2.5851 -0.0069 2.7856 0.0 0.2 0.1
N 0.7817 -2.7738 -3.0761 0.0 -0.3 -0.1
P -1.9898 0.6032 0.0665 -0.4 0.2 0.1
H -4.1919 2.7726 -0.1749 0.0 0.0 0.0
C -3.8908 2.3147 -1.1155 -0.1 0.0 0.0
C -2.1308 1.0040 1.9044 0.3 0.0 -0.4
H 0.0437 1.1071 2.0763 0.0 0.0 0.1
H -3.1390 -0.8732 2.4066 0.0 0.0 0.0
H 0.5668 -5.2678 -2.9930 0.0 0.1 0.0
C -4.3864 -0.9132 0.0560 0.0 0.1 0.0
H -1.8971 3.6901 0.1163 0.1 0.0 0.0
H -2.1307 2.2330 -3.2676 0.0 0.0 0.0
H 6.0334 1.0928 -2.5888 0.0 0.0 0.0
H 1.9672 -1.7929 3.7642 0.0 0.0 0.0
H -2.1750 -0.1725 3.7019 0.0 0.0 0.0
Br 3.1061 1.7430 -2.5754 0.2 0.1 -0.2
H -4.2696 1.4790 1.8710 0.0 0.0 0.0
C -3.3311 1.8893 2.2398 -0.1 -0.1 0.0
C 2.7210 2.0144 2.0204 0.0 0.0 0.2


(3)
78
Properties=species:S:1:pos:R:3:forces:R:3 method="wB97M-V/def2-TZVPD" total_charge=-1 relative_energy_kj_mol=329.2 e_homo_ev="-1.35 / -2.08" multiplicity=1 gap_ev="3.4914 / 4.2335"
H 2.0819 0.7979 1.5841 0.0 0.3 0.3
C -3.7386 -0.1360 1.0936 -2.0 -0.4 3.1
H -6.7885 -0.4480 -0.2895 0.2 0.1 0.0
H -2.9499 0.0368 -2.1514 -0.2 0.1 0.8
H -1.5255 -4.2594 -3.9317 0.0 0.1 0.2
O -0.6402 0.7798 -1.8825 -0.3 4.0 -1.8
H -0.0091 -5.3667 -0.7066 -0.1 -0.1 -0.2
H 0.7859 4.8360 -1.9827 -0.1 -0.1 0.1
H -1.4394 -6.1530 -1.4327 0.1 0.1 0.0
Si 5.9093 -3.3842 -1.5540 -0.5 -0.3 -0.1
H -2.3903 -2.9268 -3.0996 0.0 -0.2 0.0
H 3.8433 -2.8185 -0.2959 0.1 -0.2 -0.1
H 1.6622 1.2341 -1.4790 0.1 0.2 0.0
C 0.9050 3.7030 2.6306 -0.1 -0.7 0.0
C -4.9346 -0.1333 -1.3554 -0.1 0.0 -2.9
H 4.7617 -3.3697 -3.7596 0.1 0.1 0.2
H -0.0639 4.2079 2.6490 0.2 -0.2 0.0
N -3.0366 -0.0152 -0.0220 2.6 1.0 -2.1
C 4.4364 -3.7305 -0.4657 -0.1 0.0 0.2
H 3.7721 -4.4817 -0.9235 0.2 0.2 0.1
N 0.3148 2.8275 -1.5725 0.5 1.4 0.2
H 4.8138 -1.7356 -3.0569 0.1 -0.3 0.0
C -0.9140 -3.1255 -1.0804 -1.4 4.6 -0.1
Pb -0.8034 -0.3838 -0.0737 -0.2 1.0 2.8
H -2.0067 3.1562 0.7101 -0.1 -0.1 0.3
C -0.3536 1.6096 2.2232 -0.3 0.5 1.3
H 2.0866 5.4121 2.1050 0.1 -0.2 0.1
H 2.3449 2.7927 -2.0744 -0.1 -0.1 0.1
O -0.3781 1.4303 0.9049 0.4 0.8 -2.2
C -3.4797 3.7930 2.1706 0.3 -0.2 -0.1
C 2.0745 4.5918 2.8424 0.6 0.6 0.0
H -3.5340 2.7873 5.4140 0.0 0.0 -0.2
Cl 1.5464 -1.1171 -0.2373 2.5 -0.9 -0.4
C 5.3909 -2.6626 -3.1975 0.0 0.2 -0.2
C -5.0953 -0.2912 1.0250 0.4 -0.1 0.9
O -1.4276 -1.9577 -1.3308 0.5 -5.1 -1.2
C -2.3422 3.0984 1.7452 -0.4 0.3 0.1
C -3.9085 3.6884 3.4897 0.0 0.0 0.0
H -3.2457 -0.1944 2.0904 -0.2 0.3 -1.2
H -0.2441 -3.2833 -0.2356 0.0 0.0 0.0
H 6.3871 -5.7115 -2.2981 0.1 0.2 0.1
H 0.3470 4.4916 -0.2802 -0.1 -0.1 -0.3
C 6.9566 -4.9179 -1.7903 0.3 -0.1 0.0
H 6.2664 -2.4216 -3.8205 -0.2 -0.1 0.2
H -0.9215 4.5225 -1.5466 0.3 0.0 0.1
C -5.5757 -0.1751 -2.6941 3.3 0.3 6.3
H -2.9453 -4.6228 -2.9204 0.2 0.2 0.1
H -1.6994 2.5477 -1.8141 -0.3 0.2 0.0
C -5.7149 -0.2954 -0.2036 -2.4 -0.3 0.2
C -2.0728 -3.9655 -3.0268 0.0 0.0 0.1
H 2.0248 5.0809 3.8302 0.0 -0.1 -0.2
H 1.9853 2.5660 -0.3318 -0.2 -0.1 -0.3
Cl -1.1981 -1.7146 1.9811 0.0 -1.4 1.5
N -1.2019 -4.1004 -1.8574 -0.1 -2.7 -1.3
C 2.1309 1.5093 2.4289 0.7 -0.6 0.0
C -0.7304 2.0726 -1.7610 0.3 -3.6 -0.5
Cl 7.0813 -1.9696 -0.5917 0.2 0.1 0.1
H 7.8487 -4.7013 -2.3986 -0.3 -0.1 0.2
H -1.5039 1.5740 4.6537 -0.1 0.1 -0.1
C -1.6326 2.3152 2.6409 0.4 0.0 0.8
C 0.9311 2.3704 2.4618 -0.6 1.4 0.8
H 3.0423 4.0747 2.7806 -0.3 0.1 0.0
C 0.1216 4.2544 -1.3327 0.0 -0.1 0.2
C -2.0669 2.2008 3.9612 -0.2 0.2 -0.1
C -3.2015 2.8838 4.3818 0.0 0.0 0.1
H -4.7940 4.2292 3.8227 0.2 -0.1 -0.1
H 2.1787 0.8945 3.3467 0.0 0.2 -0.3
H -0.2964 0.6671 2.7925 0.0 -0.1 0.1
H -5.6759 -0.4441 1.9319 0.1 0.1 -0.1
H -0.0309 -5.7509 -2.4507 -0.1 0.0 0.1
C -3.5781 -0.0075 -1.2410 -1.1 -0.2 -0.7
C 1.6632 2.3172 -1.3572 0.0 0.0 0.1
H -4.0224 4.4140 1.4613 0.0 -0.1 0.1
H 4.7503 -4.1159 0.5175 -0.1 0.1 -0.3
N -6.0600 -0.2178 -3.6973 -2.4 -0.2 -4.9
H 3.0664 2.0776 2.3581 -0.2 -0.2 0.0
H 7.3002 -5.3160 -0.8229 -0.1 0.1 -0.3
C -0.6397 -5.4242 -1.6009 0.0 0.1 0.1


no.,E (a.u.)
1,-5318.33115
2,-4774.02034
3,-3322.45552